(1)
A molecular structure, C14H8CoNO5. Source: the OMol25 dataset; level of theory: ωB97M-V/def2-TZVPD.

Geometry as XYZ:
```
29
Properties=species:S:1:pos:R:3:forces:R:3
Co 0.0017 -0.3069 0.0137 0.01 -0.49 -0.02
O 0.0236 5.6731 -0.0009 0.01 -0.10 0.00
C -0.0071 4.2944 0.0005 0.00 0.02 0.00
C -1.2077 3.5985 -0.0880 -0.02 -0.05 0.00
C -1.1615 2.2161 -0.0800 0.04 -0.06 0.01
N -0.0015 1.5717 0.0084 0.02 0.56 0.00
C 1.1565 2.2269 0.0929 -0.05 -0.07 0.00
C 1.1994 3.6096 0.0931 0.00 -0.04 0.00
C 2.3416 1.2593 0.1735 -0.04 -0.22 -0.03
O 3.4837 1.7277 0.2458 -0.13 -0.02 0.00
O 1.9752 0.0398 0.1484 0.23 0.38 0.03
C -2.3450 1.2497 -0.1546 0.04 -0.23 0.01
O -3.4871 1.7212 -0.2303 0.12 -0.01 0.01
O -1.9788 0.0318 -0.1246 -0.23 0.37 -0.01
H -0.8849 5.9831 -0.0691 0.00 -0.01 0.00
H -2.1691 4.0951 -0.1594 -0.01 -0.01 0.00
H 2.1470 4.1250 0.1609 0.01 -0.01 0.00
C 0.0042 -2.0914 0.0072 0.00 -0.07 0.01
C 0.0033 -3.4321 0.0023 0.00 0.16 0.00
C -0.7746 -4.2213 -0.9518 0.00 -0.03 -0.01
C -0.7598 -5.5902 -0.9269 -0.02 0.01 -0.03
C -0.0002 -6.3371 -0.0083 0.00 -0.04 0.00
C 0.7614 -5.5986 0.9156 0.02 0.01 0.03
C 0.7796 -4.2299 0.9503 0.00 -0.03 0.01
H -1.3772 -3.6956 -1.6820 -0.01 0.01 -0.01
H -1.3669 -6.1160 -1.6622 -0.01 0.00 -0.01
H -0.0013 -7.4199 -0.0122 0.00 -0.01 0.00
H 1.3674 -6.1311 1.6470 0.01 0.00 0.01
H 1.3834 -3.7110 1.6841 0.01 0.01 0.01
```
Forces are in eV/Å.

Results
HOMO-LUMO gap (spin up / spin down) in eV: 3.1 / 3.1
E_HOMO (spin up / spin down) in hartree: 0.0468 / 0.0440
Charge: -2
E_tot in eV: -64000.519

(2)
2 unconnected molecules or ions with the total composition CHF2O4P. Source: the OMol25 dataset; level of theory: ωB97M-V/def2-TZVPD.

Geometry as XYZ:
```
9
Properties=species:S:1:pos:R:3:forces:R:3
C 2.1663 -0.7734 -0.4917 -0.49 -0.50 1.09
O -2.3362 -0.5406 -0.3425 -0.69 1.14 -0.10
O -1.1760 0.2638 1.8156 0.08 0.86 -0.49
O -1.0694 1.8043 -0.3639 -0.19 -1.04 1.19
O 0.0957 -0.5552 -0.3227 0.95 0.66 0.50
F 2.7560 -0.0013 0.5040 -0.77 -0.59 -0.58
F 2.2482 -2.0623 0.0924 -0.24 1.42 -0.50
P -1.1745 0.1869 0.3071 1.57 -1.87 -0.56
H -1.5100 1.6779 -1.1983 -0.23 -0.09 -0.55
```
Forces are in eV/Å.

Results
HOMO-LUMO gap in eV: 6.9
Energy above the lowest of the compared OMol25 structures with the same formula, charge and spin in kcal per mole: 0.00
E_HOMO in hartree: 0.0083
Charge: -2
E_tot in eV: -23966.914

(3)
A molecular structure, C6H13DyO4. Source: the OMol25 dataset; level of theory: ωB97M-V/def2-TZVPD.

Geometry as XYZ:
```
24
Properties=species:S:1:pos:R:3:forces:R:3
C 2.3120 1.0659 0.7912 -0.20 -0.14 -0.11
O 2.3185 -0.0070 -0.0641 -0.90 0.07 -1.00
C 3.4426 -0.8811 0.0110 0.49 -0.42 0.30
H 2.5092 2.0216 0.3004 -0.19 -0.19 0.64
H -0.7647 1.5291 0.9632 -2.04 -0.41 -1.75
H 1.9527 0.8152 1.7896 0.29 0.61 -0.12
H 3.3741 -1.5520 -0.8517 0.18 0.13 0.16
H 3.3811 -1.4742 0.9335 0.18 0.17 -0.21
H 4.3599 -0.2758 -0.0187 -0.21 -0.40 -0.04
O -0.2639 1.4738 -1.8042 0.20 -0.19 0.24
C -1.3155 2.1047 -1.1543 -1.43 1.13 0.37
C -1.6704 1.3985 0.1564 1.83 0.66 1.39
O -1.7949 0.0412 -0.2387 0.45 -0.27 -0.68
C -1.9519 -0.9859 0.7310 0.07 -0.24 0.63
C -1.5762 -2.2800 0.0097 -1.53 -0.65 0.80
O -0.3786 -2.1515 -0.6785 0.20 0.25 -0.01
Dy 0.1929 -0.4429 -1.5324 1.13 0.07 -0.05
H -2.2120 2.0645 -1.8113 0.38 0.21 0.37
H -1.1086 3.1657 -0.9098 0.07 -0.44 -0.34
H -2.6036 1.7665 0.6088 0.32 -0.06 -0.14
H -2.9859 -0.9969 1.1094 0.30 -0.08 -0.13
H -1.2678 -0.7857 1.5729 -0.12 -0.06 -0.16
H -2.4051 -2.5311 -0.6857 0.42 0.02 0.23
H -1.5440 -3.0827 0.7722 0.11 0.23 -0.39
```
Forces are in eV/Å.

Results
HOMO-LUMO gap (spin up / spin down) in eV: 8.8 / 8.0
Energy above the lowest of the compared OMol25 structures with the same formula, charge and spin in kcal per mole: 18.71
E_HOMO (spin up / spin down) in hartree: -0.4663 / -0.4588
Charge: +1
Multiplicity: 7
E_tot in eV: -38697.282

(4)
A molecular structure, C24H40BN9NiS2. Source: the OMol25 dataset; level of theory: ωB97M-V/def2-TZVPD.

Geometry as XYZ:
```
77
Properties=species:S:1:pos:R:3:forces:R:3
Ni -1.6106 0.3979 -0.1590 0.05 -0.04 -0.03
C 0.7797 1.9279 3.7742 0.00 0.00 -0.01
C -0.3976 1.0925 3.2634 0.01 0.04 -0.02
C -1.3880 1.9650 2.5059 0.01 -0.02 0.01
C 0.0946 -0.0752 2.4546 -0.04 -0.04 0.03
C 1.0098 -1.0559 2.8703 0.00 0.03 0.00
C 1.0855 -1.9434 1.8201 0.00 -0.03 -0.01
N 0.2775 -1.5151 0.8453 -0.01 -0.03 -0.01
N -0.3343 -0.3706 1.2278 0.04 0.04 -0.02
B -0.1091 -2.1945 -0.4813 0.01 0.03 0.03
N 0.1964 -1.2513 -1.6604 0.01 0.01 0.05
C 0.9222 -1.4508 -2.7696 -0.01 -0.04 0.01
C 0.7155 -0.3874 -3.6204 -0.04 -0.02 -0.08
C -0.2092 0.4414 -2.9626 0.05 0.00 0.05
N -0.4851 -0.0884 -1.7689 -0.12 0.01 -0.12
C -0.8749 1.6824 -3.4874 0.04 0.02 0.02
C -1.0781 1.5799 -4.9984 0.00 0.00 0.01
C -0.1009 2.9495 -3.1249 0.00 -0.02 0.00
N -1.6327 -2.4504 -0.4399 -0.01 -0.06 -0.02
C -2.2712 -3.6248 -0.5080 -0.01 0.02 0.01
C -3.6162 -3.4010 -0.3269 -0.01 0.00 0.00
C -3.7350 -2.0156 -0.1415 0.01 0.00 -0.03
N -2.5279 -1.4521 -0.2195 0.01 0.05 0.04
C -5.0125 -1.2885 0.1729 0.00 0.02 0.01
C -4.9561 0.2122 -0.0634 0.00 -0.01 0.00
C -5.4299 -1.5914 1.6165 0.00 0.00 0.00
H 0.4193 2.7293 4.4207 0.00 0.00 0.01
H 1.4822 1.3208 4.3481 0.00 0.00 0.00
H 1.3062 2.3745 2.9288 0.00 0.01 0.02
H -0.9113 0.6665 4.1325 0.00 -0.02 0.00
H -0.9178 2.4279 1.6368 -0.01 0.00 0.00
H -2.2630 1.3954 2.1775 -0.01 0.00 0.00
H -1.7569 2.7644 3.1493 0.01 0.01 0.00
H 1.5169 -1.1151 3.8179 0.01 0.01 -0.01
H 1.6474 -2.8544 1.6982 0.01 -0.01 0.00
H 0.4857 -3.2288 -0.6084 0.00 0.00 -0.01
H 1.5068 -2.3488 -2.8850 0.01 0.01 -0.01
H 1.1341 -0.2467 -4.6012 0.00 -0.01 0.00
H -1.8533 1.7426 -3.0104 -0.01 -0.02 -0.01
H -0.1211 1.5667 -5.5250 0.00 0.01 0.00
H -1.6300 0.6788 -5.2702 0.00 0.00 -0.01
H -1.6371 2.4462 -5.3528 0.00 0.00 0.00
H 0.9071 2.9241 -3.5463 0.00 -0.01 0.00
H -0.6218 3.8248 -3.5152 0.00 0.00 0.01
H -0.0123 3.0540 -2.0465 0.03 0.02 0.04
H -1.7196 -4.5341 -0.6782 0.00 0.00 0.00
H -4.4108 -4.1270 -0.3259 0.00 0.00 0.00
H -5.7727 -1.7108 -0.4915 0.01 -0.01 0.00
H -4.2871 0.7014 0.6470 0.00 0.01 0.00
H -4.6157 0.4599 -1.0679 0.01 0.01 0.00
H -5.9455 0.6483 0.0785 0.00 0.00 0.00
H -4.6895 -1.1916 2.3132 0.00 0.00 0.00
H -6.3917 -1.1271 1.8390 0.00 0.00 0.00
H -5.5144 -2.6639 1.7932 0.00 0.00 0.00
C 5.9467 0.2965 2.2626 0.00 -0.01 0.01
C 4.4301 0.2466 2.1728 0.02 0.01 0.01
N 3.8807 1.3318 1.3643 -0.03 0.00 0.06
C 2.9115 1.1995 0.4224 0.03 0.02 -0.17
S 1.7894 2.4119 0.1657 -0.05 0.05 0.02
N 2.9024 0.0693 -0.3307 0.01 0.05 0.01
C 4.0970 -0.6060 -0.8355 -0.02 -0.05 0.05
C 4.0156 -2.1168 -0.6833 -0.01 0.02 0.01
H 6.3145 -0.5087 2.8999 0.01 0.00 0.00
H 6.2752 1.2432 2.6935 0.01 0.00 0.00
H 6.4114 0.1999 1.2808 -0.01 0.00 0.00
H 4.0024 0.3155 3.1777 -0.02 -0.01 -0.01
H 4.0837 -0.6978 1.7623 0.00 -0.03 -0.04
H 3.8100 2.2232 1.8314 0.00 0.00 -0.01
H 2.1226 0.0694 -0.9741 0.01 0.00 0.03
H 4.9689 -0.2110 -0.3196 -0.01 0.02 0.01
H 4.2180 -0.3462 -1.8912 -0.01 0.00 -0.01
H 3.9616 -2.4039 0.3675 0.00 -0.01 0.01
H 4.8898 -2.5950 -1.1266 0.01 0.00 0.00
H 3.1259 -2.5063 -1.1798 0.01 0.00 0.03
S -3.5062 4.5235 -1.3747 -0.02 0.02 -0.01
C -2.8809 3.1136 -0.9338 0.04 -0.02 0.00
N -2.4161 2.0782 -0.6265 -0.01 -0.03 0.05
```
Forces are in eV/Å.

Results
HOMO-LUMO gap (spin up / spin down) in eV: 8.4 / 8.0
E_HOMO (spin up / spin down) in hartree: -0.2928 / -0.2925
Charge: 0
Multiplicity: 3
E_tot in eV: -102343.241

(5)
2 unconnected molecules or ions with the total composition C4H7NO2. Source: the OMol25 dataset; level of theory: ωB97M-V/def2-TZVPD.

Geometry as XYZ:
```
14
Properties=species:S:1:pos:R:3:forces:R:3
C -0.6815 -1.2891 0.6782 0.90 0.63 0.11
C 0.5058 0.6147 0.3555 -0.73 1.24 0.08
C -0.5419 -0.1691 -0.3317 0.09 -0.42 -0.12
N 1.4686 1.2784 -0.3275 -0.12 -0.48 0.38
C -0.9785 -0.0769 -1.5791 0.03 0.16 0.16
O -1.1680 -1.0004 1.8229 0.08 0.23 0.09
O 0.2433 1.0693 1.5651 -0.01 -0.98 -0.12
H -0.4364 0.3582 1.9898 0.22 0.17 -0.62
H 1.7532 0.9046 -1.2172 -0.02 -0.01 0.03
H 2.1738 1.7459 0.2224 -0.04 0.00 -0.03
H -0.7659 -2.3096 0.2771 0.09 0.07 0.07
H 0.7874 -1.0531 0.7478 -0.53 -0.60 -0.04
H -0.6896 0.7381 -2.2306 0.04 -0.02 -0.02
H -1.6704 -0.8109 -1.9728 0.01 0.00 0.03
```
Forces are in eV/Å.

Results
HOMO-LUMO gap in eV: 9.0
Energy above the lowest of the compared OMol25 structures with the same formula, charge and spin in kcal per mole: 93.20
E_HOMO in hartree: -0.3105
Charge: 0
E_tot in eV: -9843.238